C22H50BFNO2 | the ωB97M-V functional and the def2-TZVPD basis

Values from the calculation:
**Net charge**: -1
**HOMO-LUMO gap**: 6.9 eV
**HOMO level**: -4.201 eV
**ΔE to the lowest compared entry with this formula, charge and spin**: 0.0 kJ/mol
**Total energy**: -1198.16977 hartree

XYZ file:
```
77
Properties=species:S:1:pos:R:3:forces:R:3
C 5.1039 -0.8683 -2.8235 0.086 0.398 0.628
C 3.9007 0.0767 -2.6094 0.012 -0.510 -0.245
C 2.5407 -0.5503 -3.0408 0.567 1.407 0.154
C 1.3934 0.1169 -2.2294 0.743 -1.157 -1.602
O 0.2088 -0.4824 -2.6389 0.257 0.627 0.989
B -1.0465 0.0125 -1.9934 -1.400 0.144 -1.313
C -2.0047 0.5998 -3.2344 0.485 -0.536 -0.058
N -1.1816 1.4407 -4.1422 -0.566 -0.224 0.047
C -0.8596 1.2006 -0.8702 -0.767 -0.622 0.706
C -2.2014 1.6966 -0.2635 1.545 0.358 -0.729
F -2.5788 2.8517 -1.0079 -0.434 -0.220 0.325
C -1.8361 -1.3214 -1.4025 2.155 -0.675 1.808
C -0.7587 -2.2362 -0.7223 -1.762 -1.852 -0.724
C -1.1826 -3.7603 -0.6026 2.521 2.110 -2.573
O -0.1371 -3.1763 -1.5654 0.210 1.309 0.785
H 5.3769 -0.9901 -3.8809 -0.272 -0.038 0.221
H 4.9014 -1.8536 -2.3781 0.085 0.204 -0.220
H 5.9848 -0.4455 -2.3084 -0.155 -0.245 -0.216
H 4.1165 0.9992 -3.1743 -0.313 -0.184 0.160
H 3.8222 0.3865 -1.5521 0.220 -0.250 -0.222
H 2.4145 -0.2743 -4.0998 -0.291 -0.514 0.218
H 2.5320 -1.6421 -2.9245 -0.065 0.255 0.036
H 1.6507 -0.0440 -1.1623 -0.314 0.323 -0.077
H 1.4416 1.1913 -2.5122 -0.083 -0.140 0.572
H -2.9206 1.1054 -2.8630 0.242 -0.028 -0.135
H -2.3378 -0.2801 -3.8227 0.046 0.336 0.125
H -1.7840 1.9659 -4.7676 0.299 0.318 0.177
H -0.5939 2.0571 -3.5916 -0.226 0.190 -0.200
H -0.3849 2.1193 -1.2541 0.212 -0.364 0.316
H -0.2937 0.7701 -0.0177 0.171 0.505 -0.249
H -3.0059 0.9570 -0.3356 0.037 0.304 0.131
H -2.0037 2.0606 0.7556 -0.545 -0.175 -0.081
H -2.2822 -1.9647 -2.1735 -0.261 0.370 0.192
H -2.4935 -1.1185 -0.5367 -0.438 0.013 -0.627
H -0.1844 -1.8100 0.1133 0.073 -0.247 -0.411
H -1.8883 -3.9464 -1.4143 -0.853 -0.926 1.294
H -0.4959 -4.5000 -0.1917 -1.202 -0.251 0.883
C 2.7646 -3.1228 0.7027 0.060 0.077 0.091
C 4.1617 -2.7041 1.1500 -0.072 -0.012 -0.119
C 5.2780 -3.5094 0.4860 0.087 0.055 0.093
C 5.2672 -5.0081 0.7914 -0.088 -0.026 -0.046
C 5.3434 -5.3704 2.2739 0.118 -0.054 -0.056
C 6.6304 -4.9040 2.9467 -0.111 -0.020 0.116
H 2.5450 -4.1565 0.9781 -0.016 0.002 -0.034
H 2.0118 -2.4895 1.1747 -0.048 -0.035 -0.067
H 2.6533 -3.0242 -0.3789 -0.081 -0.030 0.013
H 4.2365 -2.7743 2.2400 0.054 -0.001 -0.007
H 4.3046 -1.6485 0.9011 0.023 -0.010 0.028
H 6.2426 -3.0840 0.7818 0.011 -0.027 -0.022
H 5.2126 -3.3769 -0.5981 -0.019 0.002 0.021
H 6.1112 -5.4730 0.2698 0.000 -0.012 0.027
H 4.3672 -5.4602 0.3652 0.003 0.031 -0.008
H 5.2770 -6.4587 2.3669 -0.047 0.017 0.009
H 4.4812 -4.9649 2.8101 -0.010 0.011 -0.038
H 7.5059 -5.3280 2.4491 0.004 0.047 -0.015
H 6.6506 -5.2234 3.9908 0.059 0.024 -0.008
H 6.7209 -3.8166 2.9340 0.027 -0.015 -0.022
C -7.5729 4.0564 3.3031 0.024 0.130 0.111
C -6.8912 5.1685 2.5127 -0.099 -0.070 -0.098
C -6.1325 4.6639 1.2851 0.075 0.104 0.031
C -4.9735 3.7111 1.5822 -0.034 -0.145 -0.028
C -3.8949 4.2634 2.5117 0.032 0.026 -0.088
C -3.1799 5.4862 1.9468 0.046 0.007 0.113
H -6.8488 3.3489 3.7102 -0.022 -0.021 -0.031
H -8.1321 4.4747 4.1429 -0.020 -0.062 0.001
H -8.2749 3.5052 2.6734 0.038 -0.035 0.003
H -6.2217 5.7296 3.1712 0.022 -0.009 -0.026
H -7.6559 5.8766 2.1784 0.036 0.031 0.023
H -5.7601 5.5262 0.7242 0.008 -0.025 -0.010
H -6.8364 4.1548 0.6188 -0.003 0.005 0.010
H -4.5088 3.4277 0.6333 0.024 0.009 0.031
H -5.3658 2.7840 2.0117 -0.014 0.008 -0.013
H -3.1548 3.4774 2.6852 -0.040 -0.010 0.012
H -4.3199 4.5049 3.4915 -0.016 -0.014 -0.001
H -2.7165 5.2541 0.9856 -0.048 -0.001 -0.009
H -2.3930 5.8148 2.6292 0.005 0.036 -0.044
H -3.8645 6.3255 1.8060 0.012 -0.005 -0.026
```
Positions in Å, forces in eV/Å.

Here are the Löwdin charges for atoms 1 to 8, given in e:
1 C -0.13
2 C -0.27
3 C -0.17
4 C -0.28
5 O -0.07
6 B -0.77
7 C -0.21
8 N -0.03